Entry 1:
C19H23F3NO7S2 | the ωB97M-V functional and the def2-TZVPD basis

Values from the calculation:
Energy relative to the best compared isomer or geometry (same formula, charge and spin): 0.0 kJ/mol
HOMO: -0.190 Ha
Gap between HOMO and LUMO: 7.918 eV
Energy: -65723.2101 eV
2S+1: 1
LUMO: 2.759 eV
Charge: -1

Structure (XYZ):
```
55
C19H23F3NO7S2 the ωB97M-V functional and the def2-TZVPD basis
C -2.39365 -1.45026 -2.32006
C -1.58887 -1.56733 -1.01904
C -0.18289 -2.09232 -1.27662
C 0.71551 -2.52632 -0.12731
C 1.46596 -1.36463 0.57917
C 2.32258 -1.87358 1.81027
O 3.36538 -1.43979 2.23121
O 1.63244 -2.90373 2.34476
C 1.92382 -3.24268 3.72842
C 1.43073 -4.66025 3.86526
C 2.41834 -0.49252 -0.31553
O 3.25013 0.27554 0.10257
O 2.24224 -0.69559 -1.63262
C 3.05416 0.21013 -2.42250
C 3.07519 -0.37685 -3.80399
H -3.36403 -0.99215 -2.12532
H -1.87328 -0.82743 -3.05264
H -2.56943 -2.43794 -2.75808
H -1.54499 -0.57296 -0.54053
H -2.11888 -2.22999 -0.31694
H -0.27557 -2.97832 -1.92881
H 0.36368 -1.32523 -1.84631
H 0.14832 -3.03772 0.65723
H 1.49433 -3.20380 -0.50498
H 3.00623 -3.13350 3.89496
H 1.36168 -2.55312 4.37323
H 1.66071 -5.07063 4.85008
H 0.34619 -4.69377 3.71861
H 1.89799 -5.29688 3.10794
H 2.60184 1.21022 -2.36735
H 4.05724 0.24074 -1.99081
H 3.68206 0.24344 -4.46311
H 3.52098 -1.37704 -3.77113
H 2.06180 -0.45348 -4.21285
F 1.06733 -0.08783 3.64067
C 0.91404 0.67126 2.50037
F 0.01607 1.64654 2.76851
F 2.08992 1.22267 2.18626
S 0.18327 -0.40880 1.24131
N -1.29804 1.54539 0.23855
C -2.33184 2.00503 1.01816
O -2.81904 1.44040 1.99591
C -2.78620 3.29026 0.42413
C -2.09242 3.60635 -0.72883
C -2.38865 4.72125 -1.50252
C -3.42484 5.55550 -1.06883
C -4.13414 5.25977 0.11238
C -3.81800 4.11861 0.86490
S -0.86158 2.37554 -1.06766
O 0.45487 2.95560 -0.96828
O -1.19857 1.65035 -2.26953
H -1.80459 4.90603 -2.40847
H -3.68149 6.44198 -1.65995
H -4.93534 5.92476 0.43315
H -4.33870 3.84909 1.78259
```


Entry 2:
C16H37N2O10PS | the ωB97M-V functional and the def2-TZVPD basis

Values from the calculation:
HOMO: -0.322 Ha
Gap between HOMO and LUMO: 8.903 eV
Structure (SMILES): O=C1O[C@H](O)[C@H](P(=O)(O)O)[C@H]1S.COCCNCCOC.COCCNCCOC
Energy: -60770.0518 eV
2S+1: 1
LUMO: 0.141 eV
Charge: 0

Structure (XYZ):
```
67
C16H37N2O10PS the ωB97M-V functional and the def2-TZVPD basis
O 3.93457 -1.41280 8.82844
C 3.07915 -0.94530 8.23668
O 1.72155 -1.05091 8.51407
C 0.94911 -0.09380 7.79900
O 0.41123 -0.76648 6.68246
C 2.03074 0.96544 7.47358
P 1.61725 2.44188 6.48606
O 2.73689 3.36393 6.33008
O 0.97771 2.06133 5.06246
O 0.44524 3.25176 7.28886
C 3.11230 -0.02471 6.97286
S 4.71722 0.64224 6.45302
H 0.11870 0.37272 8.34404
H 0.41193 -0.14405 5.93742
H 2.50666 1.38012 8.37860
H 1.12864 2.81716 4.46891
H 0.83410 3.56449 8.12124
H 2.82051 -0.74509 6.19293
H 4.56550 0.99567 5.14868
C 2.62336 1.75639 -0.55940
O 1.27335 1.32970 -0.52969
C 0.97288 0.33387 -1.50592
C 0.63724 -0.98162 -0.82659
N 1.82311 -1.56820 -0.20937
C 1.53556 -2.70835 0.65837
C 0.72673 -2.43997 1.92753
O 1.40210 -1.63448 2.88046
C 1.23590 -0.23721 2.70824
H 2.72783 2.58267 0.14354
H 3.30172 0.95402 -0.25263
H 2.89976 2.11317 -1.55613
H 1.78341 0.21257 -2.23042
H 0.08996 0.68034 -2.05152
H 0.23320 -1.67839 -1.56621
H -0.14186 -0.78031 -0.08025
H 2.29034 -0.85840 0.34046
H 2.50085 -3.12290 0.96175
H 1.03202 -3.48290 0.07155
H 0.56720 -3.40501 2.41693
H -0.27116 -2.04043 1.71481
H 0.26361 0.01756 2.27882
H 2.03946 0.17211 2.08961
H 1.31325 0.23092 3.68726
C -1.67604 2.25085 -7.00657
O -3.03012 1.83788 -6.97056
C -3.33976 0.82681 -7.92585
C -3.68996 -0.47370 -7.22623
N -2.51238 -1.06294 -6.59697
C -2.81326 -2.18757 -5.71370
C -3.62196 -1.89405 -4.44960
O -2.94053 -1.08363 -3.50608
C -3.09316 0.31257 -3.70002
H -1.56500 3.08959 -6.31998
H -1.00591 1.44815 -6.68272
H -1.39488 2.58503 -8.00980
H -2.52828 0.68328 -8.64517
H -4.21748 1.17205 -8.48028
H -4.09798 -1.17747 -7.95743
H -4.47023 -0.25274 -6.48661
H -2.03941 -0.34976 -6.05646
H -1.85279 -2.60742 -5.40223
H -3.32308 -2.96522 -6.29114
H -3.79158 -2.85134 -3.94810
H -4.61574 -1.48783 -4.66897
H -4.06142 0.56873 -4.13626
H -2.28396 0.70137 -4.32361
H -3.01394 0.79859 -2.72624
```


Entry 3:
C12H9NS | the ωB97M-V functional and the def2-TZVPD basis

Values from the calculation:
Energy relative to the best compared isomer or geometry (same formula, charge and spin): 840.9 kJ/mol
HOMO: -0.298 Ha
Gap between HOMO and LUMO: 7.596 eV
Energy: -24904.5817 eV
2S+1: 1
LUMO: -0.509 eV
Charge: 0

Structure (XYZ):
```
23
C12H9NS the ωB97M-V functional and the def2-TZVPD basis
C 5.05279 1.22248 0.02349
C 4.10918 0.16046 -0.19781
C 4.08679 -1.24772 -0.12465
C 1.86348 -0.15053 -0.08641
C 0.50359 0.03145 -0.29713
C -0.67518 -0.29633 -0.22078
C -2.14537 -0.34280 -0.34688
C -2.97393 -1.46847 -0.16814
C -4.33513 -1.29774 -0.08963
C -4.98381 -0.05463 0.26133
C -4.12691 1.02372 0.05266
C -2.82028 0.88662 -0.16001
H 6.27693 1.08476 1.34684
H 5.84129 1.41936 -1.32514
H 4.12578 2.21438 0.55887
H 4.94897 -1.67057 0.12290
H -2.55232 -2.48590 -0.25776
H -5.10849 -2.04094 -0.05919
H -5.96359 0.31967 0.63492
H -4.50695 2.09495 0.54592
H -2.04851 1.70477 -0.29995
N 2.85655 0.70278 -0.05449
S 2.57510 -1.80976 0.14106
```


Entry 4:
C2H7NO | the ωB97M-V functional and the def2-TZVPD basis

Values from the calculation:
Energy relative to the best compared isomer or geometry (same formula, charge and spin): 481.7 kJ/mol
HOMO (spin up / spin down): -0.279 / -0.317 Ha
Gap between HOMO and LUMO (spin up / spin down): 8.190 / 9.571 eV
Energy: -5720.2493 eV
2S+1: 1
LUMO (spin up / spin down): 0.607 / 0.945 eV
Charge: 0

Structure (XYZ):
```
11
C2H7NO the ωB97M-V functional and the def2-TZVPD basis
C 1.01921 -0.15087 0.25606
C 0.48166 1.13492 -0.14208
N -2.25157 -0.39824 -0.10942
O -1.71849 0.80981 0.00202
H 1.48359 -0.16572 1.39341
H 0.36867 -1.03419 0.30363
H 1.90674 -0.48633 -0.27128
H 0.39032 1.45355 -1.16866
H 0.51539 1.87184 0.55985
H -2.27508 -0.93564 0.69007
H -2.20120 -0.82092 -1.00794
```


Entry 5:
C5H5ClFN | the ωB97M-V functional and the def2-TZVPD basis

Values from the calculation:
Energy relative to the best compared isomer or geometry (same formula, charge and spin): 227.1 kJ/mol
HOMO: -0.313 Ha
Gap between HOMO and LUMO: 8.885 eV
Structure (SMILES): C/C(Cl)=C(/F)C=C=N
Energy: -21992.8388 eV
2S+1: 1
LUMO: 0.375 eV
Charge: 0

Structure (XYZ):
```
13
C5H5ClFN the ωB97M-V functional and the def2-TZVPD basis
C -1.42112 0.41922 -1.65372
C -0.16627 -0.43952 -1.38297
Cl 0.02504 -1.57175 -2.92410
C 0.42824 -0.45881 -0.16808
F 1.33320 -1.41033 0.06725
C 0.33679 0.37927 1.11540
C 1.08682 0.23940 2.22438
N 1.46669 -0.12179 3.32066
H -1.97266 0.67639 -0.76796
H -2.19896 -0.01538 -2.37849
H -1.01852 1.25729 -2.07851
H -0.36494 1.18137 1.01354
H 2.46568 -0.13537 3.61261
```


Entry 6:
C5H9NO | the ωB97M-V functional and the def2-TZVPD basis

Values from the calculation:
Energy relative to the best compared isomer or geometry (same formula, charge and spin): 119.4 kJ/mol
HOMO: -0.399 Ha
Gap between HOMO and LUMO: 11.572 eV
Structure (SMILES): C[C@@H](O)[C@@H](C)C#N
Energy: -8867.9756 eV
2S+1: 1
LUMO: 0.702 eV
Charge: 0

Structure (XYZ):
```
16
C5H9NO the ωB97M-V functional and the def2-TZVPD basis
C 0.21373 1.75556 -0.10001
C 0.87633 0.39136 0.02352
O 1.49190 0.41148 1.31332
C -0.08408 -0.85011 -0.01898
C -1.60073 -0.61132 0.09560
C 0.24381 -1.83125 -1.07364
N 0.52040 -2.65778 -1.83155
H -0.26674 1.92954 -1.06766
H 0.98082 2.52004 0.05620
H -0.53251 1.87573 0.69131
H 1.64673 0.27574 -0.75263
H 2.26284 -0.17241 1.31115
H 0.21227 -1.33918 0.91458
H -2.11054 -1.57506 0.19381
H -2.04177 -0.08617 -0.75744
H -1.81244 -0.03619 1.00243
```


Entry 7:
C36H79N9NbO9 | the ωB97M-V functional and the def2-TZVPD basis

Values from the calculation:
HOMO: -0.149 Ha
Gap between HOMO and LUMO: 5.624 eV
Energy: -71998.4620 eV
2S+1: 1
LUMO: 1.559 eV
Charge: -1

Structure (XYZ):
```
134
C36H79N9NbO9 the ωB97M-V functional and the def2-TZVPD basis
Nb -0.21760 -3.59730 -0.87653
C -1.52258 -1.91133 -1.63842
C -2.80213 -2.38834 -2.41468
C -4.11056 -1.82519 -1.80861
C -5.12867 -2.86103 -1.33400
C -4.77220 -4.12765 -0.95748
C -5.71964 -5.03376 -0.54350
C -7.03323 -4.65311 -0.50798
C -7.38488 -3.39608 -0.89647
C -6.44958 -2.48146 -1.29757
H -0.50611 -4.67549 -2.30712
H -1.58637 -4.43543 0.03292
H 0.06371 -2.59516 0.67680
H 1.22884 -2.80453 -1.71101
H 0.95060 -4.87801 -0.23212
H -1.82765 -1.33618 -0.75947
H -0.97774 -1.24114 -2.30620
H -2.80096 -3.47254 -2.50907
H -2.73382 -1.99091 -3.43320
H -3.92249 -1.10060 -1.01239
H -4.62610 -1.25557 -2.59439
H -3.73370 -4.42868 -1.01128
H -5.38557 -6.02680 -0.27030
H -7.76091 -5.38054 -0.16462
H -8.43219 -3.10480 -0.89461
H -6.76423 -1.48301 -1.57476
C -2.97114 3.67770 -1.08317
C -2.90422 2.31162 -1.72482
O -2.09640 1.46992 -1.37782
N -3.78977 2.03200 -2.72655
C -4.81835 2.88697 -3.28002
H -2.21272 3.74170 -0.31462
H -2.78081 4.45745 -1.82087
H -3.94627 3.83788 -0.62093
H -3.68454 1.10203 -3.10347
H -5.79377 2.41096 -3.15336
H -4.63858 3.02787 -4.34862
H -4.83067 3.85609 -2.79185
C 0.27439 6.15083 0.64567
C -1.12781 6.29219 1.18571
O -2.10827 5.98209 0.52259
N -1.26486 6.77854 2.44261
C -0.21831 7.19154 3.36669
H 0.22197 5.75204 -0.36370
H 0.76426 7.12471 0.61643
H 0.85510 5.46388 1.26202
H -2.22462 6.84996 2.74095
H -0.29495 6.58922 4.27583
H -0.36641 8.23814 3.62556
H 0.76327 7.07021 2.93912
C 3.48423 -1.52094 2.27830
C 3.51000 -1.72950 3.77066
O 4.39858 -1.24504 4.48797
N 2.53084 -2.46414 4.32161
C 1.39959 -3.11029 3.66532
H 4.33585 -0.91279 1.99173
H 3.55203 -2.47574 1.75778
H 2.56871 -1.00667 1.98315
H 2.61769 -2.55992 5.32100
H 0.47441 -2.71282 4.08086
H 1.45312 -4.18304 3.86241
H 1.39870 -2.93926 2.59449
C -1.76021 0.37794 6.21499
C -1.36391 -0.27331 4.91007
O -0.77966 -1.34379 4.86713
N -1.67808 0.37053 3.75772
C -2.36210 1.63692 3.58808
H -1.43904 -0.25952 7.03358
H -1.27666 1.35031 6.31923
H -2.84322 0.49688 6.26920
H -1.38258 -0.12623 2.92803
H -3.26790 1.48155 2.99950
H -1.71320 2.32848 3.04731
H -2.62980 2.07423 4.54493
C -2.57560 -7.15729 -5.35137
C -2.42353 -5.67167 -5.11108
O -2.00822 -5.22892 -4.05880
N -2.77275 -4.83111 -6.12899
C -3.28507 -5.16930 -7.44573
H -2.25980 -7.68564 -4.45672
H -3.61848 -7.40748 -5.55586
H -1.94882 -7.47654 -6.18601
H -2.64585 -3.85759 -5.90083
H -2.61874 -4.77921 -8.20632
H -4.26850 -4.70412 -7.57019
H -3.37701 -6.24399 -7.57156
C 8.66327 -0.09829 1.31198
C 7.43078 -0.72773 1.92454
O 6.61315 -1.33208 1.25089
N 7.25720 -0.59928 3.26408
C 8.10457 0.07246 4.22196
H 8.65562 -0.28783 0.24258
H 8.66355 0.98068 1.47506
H 9.56797 -0.53543 1.73754
H 6.41052 -1.04083 3.61206
H 8.42313 -0.65181 4.97610
H 7.52045 0.85556 4.70916
H 8.97948 0.51283 3.75351
C -3.88943 -5.60114 -12.56248
C -3.83511 -5.79174 -11.06497
O -2.94733 -5.30832 -10.38269
N -4.82216 -6.53020 -10.48865
C -5.95096 -7.17931 -11.12710
H -3.04132 -4.99523 -12.86656
H -3.83171 -6.56349 -13.07290
H -4.80721 -5.08613 -12.84969
H -4.72625 -6.61674 -9.48889
H -6.87889 -6.78470 -10.70924
H -5.91056 -8.25209 -10.92977
H -5.94687 -7.01550 -12.19938
C 3.15903 10.93986 2.51949
C 2.67086 9.61765 1.97979
O 1.93776 8.88468 2.62982
N 3.07439 9.25881 0.73490
C 3.93354 9.98843 -0.17907
H 2.75291 11.08049 3.51666
H 4.24782 10.94823 2.58199
H 2.81979 11.76012 1.88569
H 2.71441 8.36541 0.43743
H 3.39090 10.18512 -1.10501
H 4.80973 9.38162 -0.41242
H 4.25775 10.93047 0.24960
C 7.88147 2.51313 9.15714
C 8.06714 1.03196 9.39091
O 8.81477 0.60438 10.25850
N 7.36921 0.18202 8.59746
C 6.44119 0.50322 7.52316
H 8.50095 3.05726 9.86403
H 8.18764 2.78183 8.14537
H 6.84029 2.79732 9.31403
H 7.53830 -0.78956 8.80522
H 5.46846 0.07113 7.75833
H 6.80694 0.05632 6.60249
H 6.33704 1.57452 7.38842
```